No. 1
101
Properties=species:S:1:pos:R:3:forces:R:3:lowdin_spin:R:1 method="wB97M-V/def2-TZVPD" max_force_ev_per_a=0.94 spin_multiplicity=2 homo_lumo_gap_ev="5.1 / 5.7" total_charge=+1 s_squared=0.80
Ir 0.27606 0.32618 -1.22411 0.5 0.3 0.5 0.04
S 0.39284 0.04732 1.11531 -0.2 0.0 -0.4 0.00
C 1.99891 0.22770 1.55039 -0.1 -0.1 0.1 0.00
N 2.38191 0.02664 2.80909 0.1 0.3 0.0 0.00
C 3.80452 -0.07706 3.13175 0.1 0.0 0.0 0.00
C 4.55240 0.97813 2.36887 0.0 0.0 0.1 0.00
N 4.28466 0.82257 0.94304 -0.1 -0.3 0.1 0.01
C 5.45807 0.83621 0.05974 0.0 0.1 -0.1 0.00
C 6.30605 -0.38826 0.30902 0.0 0.0 0.1 0.00
C 7.60279 -0.26789 0.78874 0.0 0.0 0.0 0.00
C 8.36928 -1.40143 1.03214 0.0 0.0 0.0 0.00
C 7.83637 -2.65965 0.80478 0.0 0.0 0.0 0.00
C 6.53492 -2.78663 0.33195 0.0 0.0 0.0 0.00
C 5.77347 -1.65668 0.08536 0.0 0.0 0.0 0.00
C 3.05085 0.55543 0.51797 0.1 0.1 -0.1 0.01
S 2.64220 0.60208 -1.09803 0.0 0.0 -0.1 -0.01
C 1.42470 -0.18628 3.90365 0.0 -0.3 0.0 0.00
C 1.22222 -1.64602 4.24121 -0.1 0.0 0.0 0.00
C 2.16088 -2.34421 4.99591 0.0 0.0 0.0 0.00
C 1.95315 -3.67573 5.32112 0.0 0.0 0.0 0.00
C 0.79590 -4.31983 4.90556 0.0 0.0 0.0 0.00
C -0.14654 -3.62970 4.15808 0.0 0.0 0.0 0.00
C 0.06813 -2.30049 3.82296 0.0 0.0 0.0 0.00
H 4.17783 -1.06999 2.86490 0.0 0.0 0.1 0.00
H 3.93064 0.06540 4.20234 0.0 0.0 0.0 0.00
H 5.62228 0.87457 2.53639 0.0 0.0 -0.1 0.00
H 4.24012 1.97600 2.69017 0.1 0.0 0.0 0.00
H 6.02649 1.74521 0.26202 0.0 0.0 0.0 0.00
H 5.11415 0.87830 -0.96972 0.0 0.0 0.0 0.00
H 8.02410 0.71579 0.96337 0.0 0.0 0.0 0.00
H 9.37991 -1.29848 1.40402 0.0 0.0 0.0 0.00
H 8.43231 -3.54256 0.99326 0.0 0.0 0.0 0.00
H 6.11635 -3.76838 0.15336 0.0 0.0 0.0 0.00
H 4.76148 -1.75661 -0.29396 0.0 0.0 0.0 0.00
H 0.47641 0.25746 3.61188 0.0 0.1 0.0 0.00
H 1.80493 0.36128 4.76758 0.1 0.0 0.0 0.00
H 3.05418 -1.84567 5.35402 0.0 0.0 0.0 0.00
H 2.68567 -4.20481 5.91604 0.0 0.0 0.0 0.00
H 0.62239 -5.35155 5.18065 0.0 0.0 0.0 0.00
H -1.05969 -4.12113 3.84845 0.0 0.0 0.0 0.00
H -0.67103 -1.76291 3.24070 0.0 0.0 0.0 0.00
S 0.02709 0.81738 -5.95271 0.0 0.0 0.0 0.00
C 0.20262 0.76458 -4.35388 0.1 0.1 0.0 0.00
N 0.33376 0.72484 -3.18950 -0.2 -0.3 -0.2 0.00
C -3.70814 0.69496 1.76543 0.1 0.0 0.1 0.00
C -3.21793 1.63231 2.86484 0.0 0.0 -0.1 0.00
C -3.09303 3.09543 2.43573 0.0 -0.1 0.0 0.00
C -2.00277 3.36697 1.40475 0.0 0.0 0.0 0.00
N -2.46364 3.10544 0.04017 0.0 0.0 0.0 0.00
C -1.68248 2.87595 -1.00485 -0.1 0.1 -0.2 0.00
S 0.04884 2.76821 -0.85466 0.1 -0.7 0.0 0.00
N -2.20337 2.76126 -2.21542 0.0 0.2 0.0 0.01
C -3.61034 2.88191 -2.56923 0.0 0.1 0.0 0.00
C -4.04469 4.32807 -2.79053 -0.1 -0.1 0.0 0.00
C -5.54726 4.43530 -3.02695 0.1 0.1 0.0 0.00
C -5.99216 5.87421 -3.26191 0.0 -0.1 0.0 0.00
H -3.86110 -0.31294 2.15647 0.0 0.0 0.0 0.00
H -2.99740 0.62223 0.93865 0.0 0.0 0.0 0.00
H -4.66882 1.03755 1.36936 0.0 0.0 0.0 0.00
H -2.23841 1.29139 3.21920 0.0 0.0 0.1 0.00
H -3.90019 1.58319 3.71614 0.0 0.0 0.0 0.00
H -2.86645 3.70151 3.31457 0.0 0.0 0.0 0.00
H -4.05861 3.45121 2.05730 0.0 0.1 0.0 0.00
H -1.13211 2.74134 1.59404 0.0 0.0 0.0 0.00
H -1.67648 4.40760 1.46601 0.0 0.0 0.0 0.00
H -3.45739 3.18270 -0.11577 0.0 0.0 0.0 0.00
H -1.53125 2.60390 -2.95242 0.0 -0.1 0.0 0.00
H -4.22006 2.41075 -1.79354 0.0 -0.1 0.0 0.00
H -3.76345 2.29207 -3.47248 0.0 0.0 0.0 0.00
H -3.50596 4.73344 -3.65068 0.0 0.0 0.0 0.00
H -3.76177 4.93406 -1.92331 0.0 0.0 0.0 0.00
H -6.08014 4.02294 -2.16413 0.0 0.0 0.0 0.00
H -5.81957 3.82164 -3.89018 0.0 0.0 0.0 0.00
H -5.75493 6.50189 -2.40099 0.0 0.0 0.0 0.00
H -7.06693 5.93141 -3.43144 0.0 0.0 0.0 0.00
H -5.49205 6.29819 -4.13389 0.0 0.0 0.0 0.00
N -1.68565 0.06406 -1.18351 -0.5 0.3 0.7 0.49
C -2.51801 -0.47016 -2.08092 0.2 -0.2 -0.2 0.03
C -2.16722 -1.06981 -3.32950 0.0 0.1 0.1 0.13
C -3.13310 -1.49859 -4.21241 0.0 0.0 0.0 -0.01
C -4.48673 -1.38993 -3.89661 0.0 0.0 0.0 0.16
C -4.86543 -0.86718 -2.65966 0.0 0.0 0.0 -0.01
C -3.91095 -0.43626 -1.76730 0.0 0.0 0.1 0.13
H -1.12623 -1.16379 -3.58715 0.0 0.0 -0.1 0.01
H -2.83574 -1.90783 -5.16956 0.0 0.0 0.0 0.00
H -5.23841 -1.71771 -4.60210 0.0 0.0 0.0 0.01
H -5.91511 -0.80054 -2.40097 0.0 0.0 0.0 0.00
H -4.18897 -0.05108 -0.79385 0.0 0.0 -0.1 0.01
N 0.41693 -5.81287 -2.33881 0.0 0.0 0.0 0.00
C 0.42169 -4.48841 -2.06956 0.0 0.0 0.0 0.00
C -0.24094 -3.96602 -0.94875 0.0 0.0 0.0 0.00
C -0.21472 -2.61508 -0.71220 0.0 -0.1 -0.1 0.00
N 0.44083 -1.74956 -1.49974 0.0 0.3 -0.2 0.00
C 1.06959 -2.24043 -2.58079 0.2 0.0 0.1 0.00
C 1.08652 -3.57359 -2.89904 0.0 0.0 0.0 0.00
H -0.07538 -6.45673 -1.74801 0.0 0.0 0.0 0.00
H 0.86041 -6.17495 -3.16251 0.0 0.0 0.0 0.00
H -0.79029 -4.61376 -0.27888 0.0 0.0 0.0 0.00
H -0.75039 -2.19824 0.12731 0.0 0.0 0.0 0.00
H 1.57374 -1.51556 -3.20636 0.0 0.0 0.0 0.00
H 1.59788 -3.90319 -3.79323 0.0 0.0 0.0 0.00


No. 2
22
Properties=species:S:1:pos:R:3:forces:R:3:lowdin_charge:R:1 method="wB97M-V/def2-TZVPD" max_force_ev_per_a=0.86 homo_lumo_gap_ev=9.1
C 0.62017 -0.55271 -2.34682 0.0 0.2 0.0 -0.14
N 0.91653 0.33045 -1.23366 0.3 0.1 -0.2 -0.13
C 0.39451 -0.01155 0.07713 0.1 0.2 -0.1 -0.24
C -0.69520 0.95302 0.56139 0.7 0.0 0.3 -0.44
C -1.67462 1.31110 -0.53260 -0.6 0.5 -0.3 -0.09
C -1.36958 0.41353 1.80929 -0.3 0.1 0.4 -0.09
H -0.09880 -1.30167 -2.01714 0.0 -0.2 -0.1 0.07
H 1.51520 -1.05774 -2.73876 -0.2 0.0 0.1 0.07
H 0.16026 0.01067 -3.16133 0.0 -0.1 -0.2 0.07
H 1.89264 0.57273 -1.22683 0.0 0.0 0.2 0.10
H 1.21531 -0.02428 0.79837 -0.1 -0.1 0.1 0.10
H -0.02905 -1.01916 0.04187 -0.1 -0.2 0.1 0.11
H -0.16033 1.86631 0.87340 -0.2 -0.1 -0.2 0.14
H -2.56583 1.80355 -0.11901 0.1 -0.3 0.0 0.08
H -2.00623 0.46770 -1.14968 0.1 -0.1 0.3 0.08
H -1.25458 2.04473 -1.21584 0.2 -0.1 -0.1 0.07
H -0.66453 0.18608 2.60648 0.3 -0.1 0.0 0.07
H -1.95580 -0.49115 1.63544 0.0 0.0 -0.2 0.08
H -2.03766 1.17076 2.22395 -0.1 0.0 -0.1 0.07
H 3.37949 -2.15733 1.72383 0.1 0.0 0.0 0.03
H 1.94641 -2.54502 1.41382 -0.1 0.0 0.0 0.03
O 2.47165 -1.97003 1.97670 0.1 0.0 0.0 -0.06


No. 3
16
Properties=species:S:1:pos:R:3:forces:R:3:lowdin_charge:R:1 method="wB97M-V/def2-TZVPD" max_force_ev_per_a=3.97 homo_lumo_gap_ev=9.6 total_charge=+1
C -2.14010 -0.77088 0.80208 -1.0 0.6 0.0 -0.05
C -1.66533 -0.28888 -0.40281 2.4 -1.6 -2.7 -0.09
C -1.26359 1.05662 -0.02252 -0.6 -2.3 1.9 -0.24
C -1.29008 0.12992 1.32792 1.3 1.1 -0.5 0.13
C 2.17514 -1.08662 0.07098 -1.8 1.9 0.1 -0.01
N 0.12870 1.43069 -0.43188 -0.1 -0.8 -0.3 0.21
H 1.68160 -0.13549 0.59947 1.2 -2.3 -0.5 0.04
H -2.74472 -1.52349 1.21058 -0.5 -1.0 0.1 0.11
H -1.05715 -0.88363 -1.25296 -1.4 1.1 2.0 0.17
H -2.13084 1.70130 0.03556 0.9 1.1 -0.3 0.16
H 1.43581 -1.61722 -0.55835 0.2 0.4 0.4 0.04
H 2.96597 -0.71546 -0.56508 0.4 -0.1 0.1 0.03
H 2.48025 -1.74061 0.86327 0.4 -0.1 0.3 0.04
H 0.11559 1.37034 -1.44637 0.4 0.7 -0.4 0.17
H 0.92188 0.72759 -0.13723 -1.9 0.9 -0.1 0.12
H 0.38687 2.34585 -0.09268 0.1 0.5 -0.1 0.17


No. 4
6
Properties=species:S:1:pos:R:3:forces:R:3:lowdin_charge:R:1 method="wB97M-V/def2-TZVPD" max_force_ev_per_a=4.46 homo_lumo_gap_ev=8.9
C 0.88900 -0.01034 -0.78001 3.1 -1.1 2.2 0.07
N 1.75728 -0.20689 -0.02509 -3.6 0.7 -2.6 -0.72
S 2.66443 -0.55427 1.14180 2.5 -0.8 2.4 0.61
I -3.31797 0.76898 0.37580 0.4 -0.3 0.1 0.35
H -2.20911 -0.38231 0.69274 -0.3 0.3 -0.1 -0.34
H 0.21638 0.38482 -1.40525 -2.1 1.1 -2.0 0.04


No. 5
9
Properties=species:S:1:pos:R:3:forces:R:3:lowdin_charge:R:1 method="wB97M-V/def2-TZVPD" max_force_ev_per_a=4.67 homo_lumo_gap_ev=8.6
C -2.01315 0.86790 1.57411 -1.7 0.3 1.7 -0.10
C -2.88936 0.97581 2.54076 1.4 0.0 -1.8 -0.34
C -0.87893 0.10973 1.26353 -1.3 -0.8 0.7 -0.47
C -0.03174 -0.08229 0.07754 -2.8 3.0 -2.2 -0.02
N -0.74449 -0.58789 2.37217 0.3 -0.5 -0.1 -0.23
S -2.02280 -0.20469 3.44439 0.3 0.4 -0.5 0.92
H 0.44102 -0.98579 0.10163 1.4 -2.2 -0.1 0.05
H 0.56765 0.76397 0.09709 2.4 1.2 0.3 0.06
H -0.48372 0.20832 -0.96700 0.0 -1.3 2.0 0.14